{"formula": "C4H3NO2", "method": "ωB97M-V/def2-TZVPD", "energy_ha": -359.39379, "gap_ev": 10.056, "e_lumo_ev": 0.4, "mol_weight_g_mol": 97.07, "elements": ["N", "C", "C", "C", "C", "O", "O", "H", "H", "H"], "xyz": [[2.3860, -0.6847, 0.7621], [1.2685, -0.7775, 0.3011], [0.0120, -0.9655, -0.0775], [-1.0409, -0.1825, 0.5799], [-1.4489, 1.5073, -1.4711], [-0.8401, 0.7670, 1.3104], [-1.0718, 2.5602, -1.2816], [3.0293, -0.0028, 0.3693], [-0.2250, -1.7012, -0.8389], [-2.0690, -0.5204, 0.3463]], "forces_ev_per_angstrom": [[-0.7, 0.0, -0.3], [0.5, 0.0, 0.2], [0.1, 0.0, 0.1], [0.1, 0.1, 0.3], [0.4, 1.5, -0.1], [-0.1, -0.5, -0.1], [-0.4, -1.2, -0.3], [0.0, 0.0, 0.0], [0.1, 0.1, 0.1], [0.1, 0.0, 0.1]]}

{"formula": "C4H8", "method": "ωB97M-V/def2-TZVPD", "energy_ha": -156.99309, "gap_ev": 8.037, "e_lumo_ev": -0.2, "mol_weight_g_mol": 56.11, "elements": ["C", "C", "C", "C", "H", "H", "H", "H", "H", "H", "H", "H"], "xyz": [[0.6851, -0.2564, -1.1023], [-0.1867, -0.0456, 0.1434], [-0.9675, -1.1286, 0.4577], [0.0297, 1.0635, 1.0227], [1.0176, -1.3054, -1.2777], [0.2914, 0.3608, -1.9369], [1.5733, 0.3246, -0.8017], [-0.9659, -2.0045, -0.1167], [-1.1709, -1.1328, 1.4730], [1.0299, 1.4259, 1.2231], [-0.2971, 1.7947, -0.7135], [-1.0389, 0.9038, 1.6289]], "forces_ev_per_angstrom": [[0.7, 1.5, 1.0], [0.9, -4.9, -1.6], [2.0, 2.9, -0.1], [-4.7, -0.1, -2.7], [-0.7, 0.9, -0.2], [0.1, -0.9, 0.0], [0.3, -0.3, -0.5], [-0.3, -0.9, -0.7], [-1.5, -0.5, 1.8], [-0.4, 0.2, 0.4], [0.3, 0.2, 3.2], [3.4, 2.0, -0.5]]}

{"formula": "CH3N3", "method": "ωB97M-V/def2-TZVPD", "smiles": "C=N.N#N", "energy_ha": -204.16282, "gap_ev": 11.182, "e_lumo_ev": 1.3, "mol_weight_g_mol": 57.06, "elements": ["C", "N", "H", "H", "H", "N", "N"], "xyz": [[-0.6792, 0.7156, 0.5074], [-0.9000, 0.0234, -0.5115], [0.2631, 0.8742, 0.7852], [-1.4541, 0.9533, 1.1745], [-1.8676, -0.1119, -0.8304], [1.8524, -1.4289, -0.7751], [2.7854, -1.0258, -0.3501]], "forces_ev_per_angstrom": [[-3.4, -1.7, -1.1], [0.3, -0.2, -1.9], [3.9, 0.8, 1.1], [-1.1, 1.0, 1.0], [0.2, 0.1, 0.9], [1.6, 0.6, 0.7], [-1.6, -0.6, -0.7]]}

{"formula": "C23H39As2O13S2Si2Tc", "method": "ωB97M-V/def2-TZVPD", "energy_ha": -7805.78095, "multiplicity": 4, "gap_ev": [7.762, 7.973], "e_lumo_ev": [2.2, 2.0], "mol_weight_g_mol": 891.70, "charge": -1, "elements": ["Tc", "O", "As", "O", "O", "C", "C", "C", "C", "C", "C", "S", "O", "O", "O", "H", "H", "H", "H", "H", "O", "C", "C", "O", "C", "C", "O", "C", "O", "O", "C", "Si", "C", "C", "C", "Si", "C", "C", "C", "H", "H", "H", "H", "H", "H", "H", "H", "H", "H", "H", "H", "H", "H", "H", "H", "H", "H", "H", "C", "S", "C", "O", "H", "H", "H", "H", "H", "H", "C", "As", "C", "C", "O", "H", "H", "H", "H", "H", "H", "H", "H", "H"], "xyz": [[-0.5284, 0.4213, -0.1109], [-0.0544, -2.9467, 2.9483], [-1.3172, -1.8101, 2.3488], [-2.0129, -1.1794, 3.6811], [-0.2568, -0.7274, 1.5263], [-2.4658, -3.2188, 1.6181], [-2.6815, -4.3152, 2.4356], [-3.5725, -5.3003, 2.0213], [-4.2448, -5.1910, 0.8118], [-4.0464, -4.0858, -0.0058], [-3.1667, -3.1086, 0.4123], [-2.7150, -1.6964, -0.5263], [-3.5057, -1.5625, -1.7221], [-1.2859, -1.9659, -0.7687], [-2.8278, -0.5990, 0.4505], [0.4865, -2.3979, 3.5299], [-2.1591, -4.3883, 3.3789], [-3.7416, -6.1651, 2.6513], [-4.9278, -5.9716, 0.5006], [-4.5668, -3.9682, -0.9486], [-3.8959, 5.0280, -2.4969], [-3.3041, 4.1003, -2.0306], [-3.2028, 3.7538, -0.5319], [-3.7517, 4.3301, 0.3694], [-2.2886, 2.5997, -0.4980], [-1.8763, 2.2633, -1.7605], [-0.9844, 1.2937, -1.8487], [-2.4627, 3.0746, -2.8022], [-2.3282, 3.0000, -4.0043], [-1.8145, 1.9288, 0.5014], [2.1149, 2.2283, -2.0228], [2.2485, 2.4651, -0.1769], [2.4470, 4.3215, -0.0174], [3.8762, 1.7110, 0.3672], [0.9381, 1.5936, 0.8690], [0.1993, 2.4302, 2.4270], [-1.3897, 1.9010, 3.2375], [1.5222, 2.0443, 3.7150], [0.0408, 4.2921, 2.2594], [2.8918, 2.8032, -2.5348], [1.1381, 2.5669, -2.3792], [2.2319, 1.1774, -2.2748], [3.2227, 4.6284, -0.7270], [2.7676, 4.6280, 0.9790], [1.5323, 4.8673, -0.2612], [4.7312, 2.2829, -0.0093], [3.9627, 0.6818, -0.0014], [3.9406, 1.6855, 1.4606], [1.5181, 0.7812, 1.3286], [-1.5923, 0.8303, 3.1498], [-2.2425, 2.4412, 2.8233], [-1.3042, 2.1287, 4.3059], [1.4596, 0.9795, 3.9655], [1.3478, 2.6148, 4.6341], [2.5397, 2.2570, 3.3679], [-0.4353, 4.5818, 1.3178], [0.9972, 4.8058, 2.3339], [-0.5988, 4.6513, 3.0725], [3.5223, -2.7289, 1.6481], [2.6096, -1.9970, 0.2877], [1.5150, -3.4012, 0.0668], [3.5689, -2.0338, -0.8699], [3.9310, -3.6809, 1.3045], [2.8610, -2.8636, 2.5063], [4.3313, -2.0402, 1.8945], [1.1106, -3.6991, 1.0340], [2.1112, -4.1871, -0.4002], [0.6922, -3.0891, -0.5765], [2.2675, -1.6446, -3.5726], [0.5904, -0.9307, -2.9846], [0.2791, 0.4449, -4.2907], [-0.6660, -2.2861, -3.5070], [0.8605, -0.5376, -1.3475], [2.3013, -1.5945, -4.6606], [2.3720, -2.6721, -3.2327], [3.0721, -1.0677, -3.1241], [0.3249, -0.0858, -5.2429], [1.0675, 1.1887, -4.2382], [-0.6877, 0.9225, -4.1680], [-0.6834, -2.2402, -4.5955], [-1.6561, -2.0990, -3.1032], [-0.3008, -3.2521, -3.1669]], "forces_ev_per_angstrom": [[0.7, 0.5, 0.4], [-0.1, 0.1, -0.2], [0.4, 0.1, 0.9], [-0.1, -0.1, -0.3], [-0.5, -0.5, -0.1], [-0.1, 0.2, -0.5], [0.0, 0.1, -0.1], [0.0, -0.1, -0.1], [0.0, -0.1, 0.1], [0.0, 0.1, 0.0], [0.3, -0.2, 0.5], [-0.1, 0.0, 0.0], [-0.2, -0.2, 0.1], [-0.3, 0.3, -0.3], [0.0, -0.1, -0.5], [0.0, -0.1, 0.1], [0.0, 0.0, 0.0], [0.0, 0.0, 0.0], [0.0, 0.0, 0.0], [0.0, 0.0, 0.0], [-0.2, 0.2, -0.1], [0.1, -0.1, 0.1], [0.0, -0.1, 0.0], [-0.1, 0.1, 0.1], [0.1, -0.1, 0.3], [0.3, -0.2, 0.0], [-0.2, 0.0, -0.4], [0.0, 0.0, 0.1], [0.0, 0.0, -0.2], [-0.2, 0.0, 0.1], [-0.2, 0.0, -0.2], [0.2, -0.1, 0.1], [-0.1, 0.2, 0.2], [0.2, -0.1, 0.1], [-0.5, -0.2, -0.3], [0.2, 0.2, 0.2], [-0.2, -0.3, -0.2], [0.2, 0.1, 0.1], [0.0, 0.1, -0.1], [0.0, 0.0, 0.1], [0.1, 0.0, -0.1], [0.1, 0.0, 0.0], [0.0, 0.0, 0.0], [0.0, 0.0, 0.0], [0.0, 0.0, 0.0], [0.0, -0.1, 0.0], [0.0, 0.1, 0.0], [0.0, 0.0, -0.1], [0.0, -0.1, -0.1], [0.0, 0.3, 0.2], [0.1, 0.0, 0.1], [0.0, 0.0, 0.0], [0.0, 0.0, 0.0], [0.0, -0.1, -0.1], [-0.1, 0.0, 0.0], [0.0, 0.0, 0.1], [0.1, 0.1, 0.0], [0.0, 0.0, -0.1], [0.2, 0.0, 0.1], [0.2, 0.0, 0.0], [-0.2, 0.1, -0.2], [-0.1, 0.0, 0.1], [0.0, 0.0, 0.1], [0.0, 0.0, -0.1], [0.0, -0.1, 0.0], [0.0, 0.0, 0.0], [0.0, 0.0, 0.1], [0.1, 0.0, 0.0], [0.1, -0.1, 0.1], [0.4, 0.0, -0.1], [-0.1, 0.1, 0.1], [-0.2, 0.0, 0.3], [-0.5, 0.0, -0.2], [0.0, 0.0, 0.0], [0.0, 0.0, 0.0], [0.0, 0.0, 0.0], [0.0, 0.0, 0.0], [0.0, 0.0, 0.0], [0.0, 0.0, 0.0], [0.1, -0.1, 0.0], [0.0, 0.0, -0.1], [-0.1, 0.0, 0.0]]}

{"formula": "C15H19N7O4SSeTcTe", "method": "ωB97M-V/def2-TZVPD", "energy_ha": -4414.85405, "multiplicity": 4, "gap_ev": [7.198, 5.916], "e_lumo_ev": [-7.7, -9.4], "mol_weight_g_mol": 697.99, "charge": 2, "elements": ["Tc", "C", "C", "S", "O", "O", "C", "C", "N", "C", "N", "C", "C", "N", "O", "O", "C", "H", "H", "H", "H", "H", "H", "H", "H", "H", "H", "H", "H", "H", "C", "Te", "C", "H", "H", "H", "H", "H", "H", "N", "C", "C", "C", "N", "C", "N", "Se", "C", "N"], "xyz": [[-0.8253, 1.2100, 1.1340], [1.1882, -2.9892, 8.0261], [1.0143, -3.3174, 6.5511], [-0.0389, -2.1663, 5.6927], [0.3817, -2.0647, 4.3075], [-0.1750, -0.9372, 6.4406], [-1.6536, -2.9317, 5.6607], [-2.6860, -1.9337, 5.1541], [-2.4537, -1.5734, 3.7376], [-1.8793, -0.4436, 3.3240], [-1.7176, -0.4592, 1.9950], [-2.2144, -1.6533, 1.5282], [-2.6700, -2.3347, 2.5991], [-3.2723, -3.6508, 2.5752], [-3.5401, -4.1631, 3.6421], [-3.4335, -4.1260, 1.4785], [-1.4131, 0.7065, 4.1441], [1.7662, -3.7843, 8.4940], [0.2300, -2.9171, 8.5392], [1.7163, -2.0485, 8.1587], [0.5721, -4.3042, 6.3963], [1.9477, -3.2850, 5.9875], [-1.9236, -3.2469, 6.6693], [-1.5877, -3.8088, 5.0195], [-2.6267, -1.0050, 5.7180], [-3.6861, -2.3428, 5.2478], [-2.2057, -1.9534, 0.4960], [-2.1605, 1.0476, 4.8591], [-1.2050, 1.5755, 3.4896], [-0.5009, 0.4589, 4.6864], [1.1094, 4.3887, 1.8217], [-0.3760, 3.8283, 0.4066], [0.9467, 3.5375, -1.2275], [1.8686, 4.9434, 1.2753], [1.5432, 3.5100, 2.2882], [0.6431, 5.0348, 2.5598], [1.4275, 4.4932, -1.4198], [0.3568, 3.2496, -2.0937], [1.6812, 2.7766, -0.9801], [-1.1251, 0.6757, -0.7156], [-1.2814, 0.3335, -1.8088], [-1.4512, -0.0705, -3.1393], [-0.2955, -0.2637, -3.9212], [0.6527, -0.4038, -4.5637], [-2.7546, -0.2582, -3.6337], [-3.8270, -0.3949, -4.0378], [3.8344, 0.4029, 1.1653], [2.1662, 0.6937, 1.1839], [0.9774, 0.9008, 1.1971]], "forces_ev_per_angstrom": [[0.2, 0.2, 0.5], [0.0, 0.0, 0.0], [0.0, 0.0, 0.0], [0.0, -0.1, 0.0], [0.0, 0.0, 0.0], [0.1, 0.0, 0.0], [0.0, -0.1, 0.0], [0.1, 0.0, -0.1], [-0.1, 0.1, 0.0], [0.1, 0.0, 0.0], [-0.2, 0.0, -0.2], [0.0, 0.0, 0.1], [0.0, -0.1, 0.0], [0.1, 0.0, 0.0], [-0.1, 0.0, 0.0], [0.0, 0.0, 0.0], [0.0, 0.0, 0.0], [0.0, 0.0, 0.0], [0.0, 0.0, 0.0], [0.0, 0.0, 0.0], [0.0, 0.0, -0.1], [0.0, 0.0, 0.0], [0.0, 0.1, 0.0], [0.0, 0.0, 0.0], [0.0, 0.0, 0.1], [0.0, 0.0, 0.0], [0.0, 0.0, 0.0], [0.0, 0.0, 0.0], [0.0, 0.0, 0.0], [0.0, 0.0, 0.0], [0.0, 0.0, 0.0], [-0.1, -0.1, 0.0], [0.0, 0.0, 0.0], [0.0, 0.0, 0.0], [0.0, 0.0, 0.0], [0.0, 0.0, 0.0], [0.0, 0.0, 0.0], [0.0, 0.0, 0.0], [0.0, 0.0, 0.0], [-0.1, -0.1, -0.3], [0.0, 0.0, -0.1], [0.1, 0.0, 0.2], [-0.1, 0.0, -0.1], [0.0, 0.0, 0.1], [0.0, 0.0, -0.1], [0.0, 0.0, 0.1], [0.0, 0.0, 0.0], [-0.1, 0.0, 0.0], [0.0, 0.1, 0.0]]}

{"formula": "C11H40O9", "method": "ωB97M-V/def2-TZVPD", "smiles": "CC(C)O.CO.CO.CO.CO.CO.CO.CO.CO", "energy_ha": -1119.79124, "gap_ev": 9.674, "e_lumo_ev": 0.2, "mol_weight_g_mol": 316.43, "elements": ["C", "C", "C", "O", "H", "H", "H", "H", "H", "H", "H", "H", "C", "O", "H", "H", "H", "H", "C", "O", "H", "H", "H", "H", "C", "O", "H", "H", "H", "H", "C", "O", "H", "H", "H", "H", "C", "O", "H", "H", "H", "H", "C", "O", "H", "H", "H", "H", "C", "O", "H", "H", "H", "H", "C", "O", "H", "H", "H", "H"], "xyz": [[22.8327, 4.8075, 55.4013], [21.4682, 5.5230, 55.5030], [20.6217, 5.0683, 56.7517], [21.6830, 6.9038, 55.6446], [23.4800, 5.0704, 54.6749], [22.7611, 3.6363, 55.3403], [23.5859, 4.8684, 56.3338], [20.9200, 5.5056, 54.6749], [21.2199, 5.3018, 57.5815], [20.4685, 4.0596, 56.4374], [19.7266, 5.6169, 56.8885], [21.8429, 7.3038, 54.7063], [21.6495, 6.6615, 52.0288], [21.7047, 7.7169, 52.9376], [20.6148, 6.3334, 51.9741], [22.2964, 6.0457, 52.6726], [21.9876, 6.7912, 50.9929], [22.2860, 8.3774, 52.6252], [30.2284, 5.3033, 51.8686], [29.9985, 5.9189, 53.1526], [29.9688, 5.7128, 51.0160], [29.6213, 4.2630, 51.8109], [31.2505, 5.2374, 51.6652], [29.0956, 5.6627, 53.3148], [28.0814, 5.9140, 47.6666], [29.2456, 5.1940, 47.4089], [28.1331, 6.9664, 47.2797], [27.7669, 5.8457, 48.7767], [27.1143, 5.4861, 47.2370], [29.1466, 4.1779, 47.0648], [26.4910, 3.1987, 56.2887], [25.7568, 3.4882, 55.1888], [25.9078, 2.8830, 57.0145], [27.0076, 4.0050, 56.5967], [27.4490, 2.4894, 56.0681], [25.4974, 2.7542, 54.9387], [26.2068, 5.6642, 52.3737], [27.0898, 4.8826, 53.1240], [25.2533, 5.7331, 52.4829], [26.2664, 5.3247, 51.3188], [26.6037, 6.5647, 52.1045], [26.6214, 4.2350, 53.5125], [26.2795, 7.0719, 55.5725], [26.0269, 7.6113, 56.8668], [25.5038, 6.9958, 54.8759], [26.3301, 5.9723, 55.6601], [26.8568, 7.6532, 55.0399], [25.3293, 7.1635, 57.1223], [23.8156, 4.4578, 49.4757], [25.0811, 4.3148, 49.0599], [23.4591, 3.5376, 49.2899], [23.4387, 5.3298, 49.1237], [23.8071, 4.3760, 50.5961], [25.1618, 3.7330, 48.4535], [24.7469, 9.6495, 52.1884], [23.3940, 9.4274, 52.0215], [25.4075, 9.0502, 51.5803], [25.0917, 9.3288, 53.1851], [25.0475, 10.6631, 51.9587], [23.2895, 9.4903, 51.1343]], "forces_ev_per_angstrom": [[-0.5, -3.7, 4.4], [2.2, 1.1, 4.3], [1.5, 0.3, -3.0], [1.0, 2.2, -1.6], [1.6, 1.3, -3.0], [-0.3, 2.0, -0.1], [-2.2, 0.4, -1.4], [-2.3, -1.4, -3.7], [0.9, -0.5, 1.4], [-0.5, -1.1, 1.1], [-1.0, 0.5, -0.4], [-0.5, -0.9, 2.1], [0.4, -1.2, 1.3], [-2.0, 1.0, 0.6], [0.0, -0.4, 0.1], [-0.3, -1.8, -1.7], [0.4, 0.5, 0.4], [1.2, 1.5, -0.4], [-1.1, -4.4, 4.0], [0.3, -0.1, -1.7], [-2.5, 3.4, -3.8], [1.9, 1.9, 0.3], [2.0, -0.9, 0.6], [-0.8, 0.1, 0.6], [-3.1, -0.5, 1.0], [0.7, -3.6, -1.5], [0.3, -1.0, 0.6], [1.0, 0.6, -1.3], [1.3, 0.3, -0.1], [-0.3, 4.1, 1.4], [5.2, -2.1, -2.5], [2.9, 10.7, 1.6], [-2.5, -2.0, 3.8], [1.4, 3.2, 1.1], [-2.4, 0.9, 0.4], [-4.6, -10.8, -4.4], [5.4, -2.2, -4.1], [2.2, 3.7, -1.4], [-6.0, 0.1, 2.3], [-0.3, -0.8, 0.0], [1.3, 3.1, 0.7], [-2.4, -3.6, 2.6], [-2.8, -3.7, 3.1], [4.9, 3.3, -2.9], [-2.8, 0.9, -0.7], [1.9, 0.4, -0.1], [4.5, 2.3, -2.1], [-5.6, -3.1, 2.6], [1.0, -1.0, 4.1], [3.6, 6.5, 5.3], [-3.3, -2.7, -1.4], [-2.1, 2.3, -1.0], [-0.1, 1.0, -0.5], [0.8, -6.1, -6.4], [2.4, -0.2, 1.3], [0.2, -0.2, 3.1], [-0.2, -0.6, -0.8], [-0.6, 0.6, 0.0], [-0.2, 0.5, 0.4], [-1.2, 0.3, -4.3]]}

Calculated max |F| in order - 1.53 5.41 4.17 1.03 0.55 12.56 eV/Å